Run A
The following is a quantum chemistry calculation of 3 unconnected molecules or ions with the total composition C3H11NO3, from the OMol25 dataset.

Summary:
E_LUMO, eV: 0.6
SMILES: CNCC=O.O.O
2S+1: 1
Net charge: 0
Gap between HOMO and LUMO, eV: 10.47

Cartesian coordinates (Å):
C  -0.99591  0.78810  2.15725
N  -0.98456  0.25834  0.77331
C  0.35268  0.14909  0.18824
C  0.34568  0.03676  -1.29149
O  1.18846  -0.55155  -1.96249
H  -0.81125  1.87183  2.03563
H  -0.22477  0.28028  2.92439
H  -2.00424  0.62027  2.53337
H  -1.38106  -0.79831  0.76856
H  1.02593  0.95416  0.61991
H  0.86244  -0.73877  0.71590
H  -0.38477  0.80484  -1.84763
H  -2.92196  2.40891  -0.49119
H  -1.79531  1.66895  -0.03224
O  -1.99790  2.29764  -0.66559
H  3.48315  -3.80221  -2.73785
H  2.70909  -2.95982  -1.71078
O  3.53430  -3.28851  -1.97730


Run B
The following is a quantum chemistry calculation of 3 unconnected molecules or ions with the total composition C3H11NO3, from the OMol25 dataset.

Summary:
E_LUMO, eV: 0.7
SMILES: CCC(N)=O.O.O
2S+1: 1
Net charge: 0
Gap between HOMO and LUMO, eV: 10.92

Cartesian coordinates (Å):
C  2.89137  1.35966  1.07827
C  1.35250  0.68564  1.38111
C  0.72017  -0.25002  0.34536
N  0.93226  -1.60951  0.74041
O  0.39475  -0.01036  -0.78084
H  3.13265  2.33990  1.69208
H  3.51256  0.43501  1.26416
H  2.88335  1.60215  -0.03466
H  0.63884  1.44585  1.58206
H  1.57044  0.21321  2.35578
H  1.63555  -1.84693  1.34901
H  0.87876  -2.30251  -0.01444
H  -2.57259  0.70698  -0.69478
H  -1.44021  1.45348  -1.32099
O  -2.39859  1.61519  -1.02803
H  -2.35454  -1.25651  -1.85472
H  -3.56367  -2.13176  -1.89748
O  -3.07507  -1.62534  -1.24580


Quick look at relative energies in hartree: run A 0.0429; run B 0.0000.


Run A
The following is a quantum chemistry calculation of a gas-phase ion, C3H7OS2 (charge -1), from the OMol25 dataset.

Summary:
E_LUMO, eV: 2.8
SMILES: [O-]CCCSS
2S+1: 1
Net charge: -1
Gap between HOMO and LUMO, eV: 5.41

Cartesian coordinates (Å):
C  0.45010  0.65278  0.55459
C  0.30385  -0.01558  1.97606
O  -0.92536  -0.00056  2.45695
C  -0.33148  -0.17843  -0.42094
S  -0.70738  0.77432  -2.00131
S  -0.04771  -0.57106  -3.48666
H  0.08357  1.65493  0.71278
H  1.52465  0.59259  0.34677
H  1.10110  0.50795  2.59047
H  0.82573  -1.02522  1.87834
H  0.30276  -0.96241  -0.79070
H  -1.28336  -0.47004  -0.04369
H  -1.29647  -0.95927  -3.77267


Run B
The following is a quantum chemistry calculation of a gas-phase ion, C3H7OS2 (charge -1), from the OMol25 dataset.

Summary:
E_LUMO, eV: 2.9
SMILES: [O-]CCCSS
2S+1: 1
Net charge: -1
Gap between HOMO and LUMO, eV: 5.49

Cartesian coordinates (Å):
C  0.07510  0.91993  0.24464
C  0.04078  1.61201  -1.24547
O  -0.33840  0.80270  -2.24367
C  -0.50610  -0.48869  0.00122
S  -0.32435  -1.44729  1.59040
S  0.75390  -3.18886  1.23582
H  1.09871  0.60232  0.50142
H  -0.37122  1.53469  1.02734
H  1.05662  2.04361  -1.30619
H  -0.63363  2.52925  -1.17756
H  -1.52205  -0.35098  -0.36984
H  0.14605  -0.99376  -0.70887
H  0.52459  -3.57493  2.45076


Quick look at relative energies in hartree: run A 0.0000; run B 0.0256.


Run A
The following is a quantum chemistry calculation of 3 unconnected molecules or ions with the total composition C5H16O2, from the OMol25 dataset.

Summary:
E_LUMO, eV: 0.6
SMILES: CCCCC.O.O
2S+1: 1
Net charge: 0
Gap between HOMO and LUMO, eV: 11.71

Cartesian coordinates (Å):
C  -0.35057  -1.19844  2.13597
C  -0.76387  -0.43699  0.89655
C  0.03725  -0.79263  -0.37753
C  -0.59035  -0.07170  -1.58019
C  -1.63187  -0.90629  -2.35704
H  -0.64363  -2.24538  2.09029
H  -0.82604  -0.74190  2.99328
H  0.72406  -1.16673  2.34907
H  -0.59019  0.61630  1.05459
H  -1.81143  -0.67620  0.72793
H  1.05233  -0.40622  -0.26515
H  -0.06475  -1.87019  -0.51377
H  -1.06879  0.85140  -1.26228
H  0.17336  0.26894  -2.28255
H  -1.32011  -0.96587  -3.40188
H  -1.77977  -1.93250  -2.01220
H  -2.60364  -0.40720  -2.31473
H  1.13371  3.98782  -0.19673
H  1.01094  2.71357  -0.91184
O  1.67956  3.22054  -0.43011
H  2.85948  -0.01847  2.13527
H  2.38418  1.24136  1.41947
O  2.99015  0.93678  2.10356


Run B
The following is a quantum chemistry calculation of 3 unconnected molecules or ions with the total composition C5H16O2, from the OMol25 dataset.

Summary:
E_LUMO, eV: 0.8
SMILES: CCCCC.O.O
2S+1: 1
Net charge: 0
Gap between HOMO and LUMO, eV: 11.13

Cartesian coordinates (Å):
C  -1.69088  0.73336  -1.16855
C  -0.14184  0.43341  -1.12911
C  0.09654  -0.58190  -0.00676
C  -0.25042  -0.20025  1.43161
C  0.54276  -0.97905  2.50560
H  -1.89843  0.40743  -2.15242
H  -1.90686  1.75006  -1.30914
H  -2.14555  0.12094  -0.39643
H  0.25889  1.46412  -1.11051
H  0.43332  0.09956  -2.09331
H  -0.56852  -1.57135  -0.30915
H  1.07440  -1.04377  -0.02184
H  0.05906  0.90177  1.56740
H  -1.26341  -0.08360  1.64348
H  0.31782  -0.67463  3.49519
H  0.19197  -2.08797  2.35983
H  1.54156  -1.12516  2.11677
H  -1.94906  -5.24819  -2.92263
H  -2.72513  -3.82381  -3.18837
O  -2.11480  -4.49299  -3.39143
H  4.03616  4.56676  1.72754
H  4.15675  5.90353  0.73757
O  3.94567  5.53175  1.61467


Quick look at relative energies in hartree: run A 0.0000; run B 0.0735.